The following is a DFT calculation (ωB97M-V with the def2-TZVPD basis set) of an isolated molecule of C4H7NO2 at a distorted geometry.

Each line ends with the natural charge from an NBO analysis.
Geometry (Å):
C1 0.0281 1.4134 -1.8414  -0.72
C2 0.0195 0.5948 -0.5987  0.58
N1 0.9473 1.0281 0.1713  -0.77
O1 -0.8846 -0.3845 -0.3741  -0.48
C3 -0.9108 -0.8203 0.9773  -0.19
C4 0.2982 -1.6786 1.2931  0.40
O2 0.6610 -1.9167 2.4173  -0.50
H1 -0.9328 1.6037 -2.3535  0.23
H2 0.6699 2.1140 -1.2183  0.31
H3 0.7493 1.0327 -2.5707  0.23
H4 1.2974 0.4719 0.9313  0.35
H5 -0.9483 0.0367 1.6623  0.22
H6 -1.8183 -1.4171 1.1041  0.23
H7 0.8241 -2.0781 0.4001  0.12

Values from the calculation:
**Relative energy (zero: lowest compared OMol25 entry of this formula, charge and spin)**: 2.723 eV
**SMILES string**: [H]/N=C(/C)OCC=O
**F_max**: 2.9 eV/A
**HOMO-LUMO gap**: 10.95 eV
**LUMO**: 0.76 eV
**HOMO**: -0.374 Ha

---

The following is a DFT calculation (ωB97M-V with the def2-TZVPD basis set) of a structure of composition C4H7NO2 at a distorted geometry.

Each line ends with the natural charge from an NBO analysis.
Geometry (Å):
C1 -0.7394 -0.1912 -0.9355  -0.12
C2 -1.4385 -1.4455 -0.5006  -0.66
C3 1.2129 0.7258 0.6118  0.39
C4 0.0887 1.6534 0.8749  0.20
O1 2.3773 0.8863 1.2613  -0.66
N1 0.9946 -0.2086 -0.2620  -0.61
O2 0.0816 2.5207 1.7012  -0.56
H1 2.2212 1.5735 1.9407  0.50
H2 1.7842 -0.6793 -0.6885  0.40
H3 -1.3609 0.6906 -0.8496  0.24
H4 -0.3894 -0.2107 -1.9654  0.19
H5 -2.2263 -1.7037 -1.2164  0.23
H6 -0.7516 -2.2924 -0.4686  0.22
H7 -1.8544 -1.3190 0.4967  0.22

Values from the calculation:
**Relative energy (zero: lowest compared OMol25 entry of this formula, charge and spin)**: 5.346 eV
**F_max**: 3.2 eV/A
**HOMO-LUMO gap (spin up / spin down)**: 6.41 / 7.79 eV
**LUMO (spin up / spin down)**: 0.29 / 0.72 eV
**HOMO (spin up / spin down)**: -0.225 / -0.260 Ha

---

The following is a DFT calculation (ωB97M-V with the def2-TZVPD basis set) of a cluster of 3 separate species, C4H7NO2 in total at a distorted geometry.

Each line ends with the natural charge from an NBO analysis.
Geometry (Å):
O1 -0.7965 2.1265 0.5965  -0.70
C1 -0.2189 1.0339 1.1916  0.11
C2 -0.9265 -0.0619 1.4304  -0.48
N1 0.2102 -2.0740 -0.1523  -0.61
C3 0.5667 -1.6035 -1.2717  -0.06
C4 0.8871 0.8806 -1.1729  0.54
O2 1.3238 1.8124 -1.6533  -0.52
H1 -0.1311 2.6560 0.1425  0.48
H2 0.8235 1.1292 1.5016  0.17
H3 -0.5033 -0.8891 1.9850  0.23
H4 -1.9462 -0.1334 1.0637  0.20
H5 -0.8091 -2.1121 -0.1034  0.33
H6 -0.1111 -1.2935 -2.0776  0.15
H7 1.6315 -1.4709 -1.4800  0.16

Values from the calculation:
**Relative energy (zero: lowest compared OMol25 entry of this formula, charge and spin)**: 3.490 eV
**F_max**: 1.8 eV/A
**HOMO-LUMO gap**: 9.80 eV
**LUMO**: 0.76 eV
**HOMO**: -0.332 Ha

---

The following is a DFT calculation (ωB97M-V with the def2-TZVPD basis set) of an isolated molecule of C4H7NO2.

Each line ends with the natural charge from an NBO analysis.
Geometry (Å):
O1 -2.0296 -0.9463 -0.0853  -0.70
C1 -0.7761 -0.4754 0.3224  -0.03
C2 0.3969 -1.1694 -0.3704  -0.24
N1 1.4365 -0.1346 -0.5735  -0.62
C3 0.8986 1.2005 -0.3012  -0.34
C4 -0.5789 0.9826 -0.0597  0.58
O2 -1.4954 1.7589 -0.1984  -0.53
H1 -2.6033 -0.1638 -0.1410  0.49
H2 -0.6631 -0.5403 1.4188  0.19
H3 0.8007 -1.9926 0.2270  0.20
H4 0.0235 -1.5823 -1.3154  0.20
H5 1.7939 -0.1865 -1.5175  0.37
H6 1.0548 1.9110 -1.1185  0.22
H7 1.3533 1.6402 0.5990  0.22

Values from the calculation:
**Relative energy (zero: lowest compared OMol25 entry of this formula, charge and spin)**: 1.377 eV
**SMILES string**: O=C1CNC[C@@H]1O
**F_max**: 0.5 eV/A
**HOMO-LUMO gap**: 9.94 eV
**LUMO**: 0.76 eV
**HOMO**: -0.337 Ha

---

The following is a DFT calculation (ωB97M-V with the def2-TZVPD basis set) of an isolated molecule of C4H7NO2.

Each line ends with the natural charge from an NBO analysis.
Geometry (Å):
O1 0.3688 0.1518 -2.4307  -0.61
N1 -0.4405 0.9408 -1.5421  -0.14
C1 -0.1126 0.6516 -0.3492  0.23
C2 -0.6223 1.0172 1.0353  -0.44
C3 -0.2205 -0.4267 1.4523  -0.40
C4 0.6787 -0.5119 0.1926  0.04
O2 0.6183 -1.6624 -0.5867  -0.72
H1 -0.2093 -0.0619 -3.1769  0.48
H2 -1.6631 1.3198 1.1659  0.23
H3 0.0258 1.7610 1.5141  0.23
H4 -1.0601 -1.1225 1.3683  0.22
H5 0.2650 -0.5590 2.4228  0.21
H6 1.7086 -0.2007 0.4268  0.18
H7 0.6633 -1.2970 -1.4925  0.49

Values from the calculation:
**Relative energy (zero: lowest compared OMol25 entry of this formula, charge and spin)**: 3.423 eV
**SMILES string**: O/N=C1/CC[C@H]1O
**F_max**: 0.6 eV/A
**HOMO-LUMO gap**: 10.67 eV
**LUMO**: 0.86 eV
**HOMO**: -0.360 Ha

---

The following is a DFT calculation (ωB97M-V with the def2-TZVPD basis set) of an isolated molecule of C4H7NO2.

Each line ends with the natural charge from an NBO analysis.
Geometry (Å):
O1 -1.6475 -0.1471 -1.0713  -0.72
C1 -1.0021 -0.1749 0.1803  0.07
C2 0.2666 -1.0052 0.3280  -0.16
N1 0.9278 0.1698 1.0720  -0.36
C3 -0.2056 1.0457 0.6613  -0.28
C4 1.4959 -0.3571 -0.1541  0.20
O2 1.4839 0.3155 -1.3619  -0.69
H1 -2.4951 0.3021 -0.9429  0.48
H2 -1.6916 -0.5050 0.9679  0.17
H3 0.2613 -2.0362 0.6725  0.21
H4 0.7141 -0.0858 -1.7822  0.49
H5 -0.6204 1.5912 1.5107  0.20
H6 0.0697 1.7356 -0.1421  0.21
H7 2.4431 -0.8484 0.0619  0.19

Values from the calculation:
**Relative energy (zero: lowest compared OMol25 entry of this formula, charge and spin)**: 3.218 eV
**SMILES string**: O[C@@H]1CN2[C@@H]1[C@H]2O
**F_max**: 0.8 eV/A
**HOMO-LUMO gap**: 10.06 eV
**LUMO**: 0.62 eV
**HOMO**: -0.347 Ha